[1]
C31H53N7O4PRbSe3Te as an isolated structure, computed with ωB97M-V/def2-TZVPD.

Element x y z (Å)
H  -2.920  -1.120  1.914
H  2.200  0.588  5.818
H  1.236  -1.280  -2.558
H  -3.289  3.778  -2.445
C  -3.016  -3.253  2.441
N  0.642  5.322  0.176
C  -2.830  -3.412  -4.383
C  -1.750  2.070  -5.139
C  0.944  5.815  -1.164
O  -1.308  2.280  6.301
C  -0.158  1.750  6.354
P  -2.131  0.793  -2.539
C  -3.772  1.667  -2.602
H  -1.087  1.777  -5.960
H  -4.223  -2.495  -5.785
C  -0.244  -4.511  0.434
C  -2.569  -2.133  1.810
H  1.000  4.427  -3.841
H  -2.099  -1.816  -1.420
H  -7.099  3.466  -1.771
H  0.399  2.486  -2.473
N  0.753  0.337  3.001
H  0.965  3.008  -4.833
H  -3.158  -4.417  -4.661
H  1.890  5.395  -1.496
C  0.896  4.022  0.369
N  -2.191  -4.268  2.000
H  -2.689  -0.714  -5.475
H  -1.507  -3.666  -2.684
C  -1.094  1.679  -3.794
C  3.046  -0.576  3.340
C  -2.368  -0.862  -3.344
Se  3.276  -2.904  0.315
Se  2.475  0.165  -4.196
C  0.343  1.146  5.069
N  1.592  0.600  5.014
H  1.028  6.902  -1.124
H  -1.878  2.040  5.073
H  -4.088  -0.225  -4.553
H  -1.028  3.509  -2.585
C  -6.152  3.037  -2.108
H  3.930  0.040  3.514
H  -2.572  3.810  -6.140
H  3.171  -1.519  3.874
C  -0.710  4.365  -5.175
C  -2.018  3.569  -5.228
C  -0.163  0.972  3.806
C  -3.277  -0.959  -4.588
C  -2.531  -3.345  -2.877
H  1.429  -2.428  -1.422
O  -2.312  1.932  4.119
N  -1.499  -2.441  1.004
H  0.532  -2.707  -2.738
C  -2.726  -1.932  -2.305
H  0.165  5.537  -1.880
H  -0.917  5.384  -4.830
H  -2.211  -5.232  2.284
H  2.992  -0.817  2.282
O  0.644  1.766  7.295
N  0.729  -1.997  -2.035
H  -4.991  4.493  -0.989
H  -5.145  2.935  -0.213
H  -0.604  6.858  0.833
C  -3.870  -2.363  -4.757
C  -4.901  0.819  -2.011
C  1.803  0.119  3.759
H  -4.747  -2.482  -4.111
C  -1.486  1.360  3.277
H  -0.300  4.462  -6.184
H  -3.798  -3.414  3.161
H  -1.338  -1.088  -3.648
C  0.323  3.686  -4.265
Te  4.436  -0.741  -2.932
O  -1.787  1.144  2.114
H  -3.184  -4.039  -2.339
C  -6.261  1.508  -2.201
N  1.126  2.907  0.540
H  -5.958  3.460  -3.099
H  -4.697  0.655  -0.949
H  -4.931  -0.171  -2.467
H  -6.682  1.226  -3.171
H  -1.918  -3.216  -4.955
C  -0.351  2.872  -3.168
H  -4.044  1.905  -3.639
H  -0.780  5.324  1.706
H  -2.925  2.862  -0.997
H  -6.958  1.139  -1.444
C  -3.665  2.984  -1.795
C  -5.004  3.418  -1.184
C  -0.633  5.773  0.727
H  -3.761  -1.809  -1.971
H  0.671  -3.918  0.339
Rb  -0.080  0.141  0.223
H  -0.579  -4.777  -0.571
H  -2.666  3.860  -4.395
H  -2.679  1.523  -5.298
Se  3.782  -0.727  -0.454
H  -0.312  0.937  -3.996
C  -1.290  -3.724  1.138
H  -0.012  -5.430  0.976
H  -1.472  5.495  0.079

Properties
LUMO level	0.1251	hartree
net charge	-2
HOMO energy	-0.9043	eV

Results of the Mulliken charge analysis, in e, for atoms 1 through 5: 0.38, 0.21, -0.13, -0.05, -0.81



[2]
A single C13H10O3 molecule in a non-equilibrium geometry, computed with ωB97M-V/def2-TZVPD.

Element x y z (Å)
C  3.042  -0.924  -0.201
C  0.941  0.100  0.857
C  -3.003  1.369  -1.202
O  4.356  -1.664  -0.132
C  -1.717  0.991  -0.401
H  -3.013  -2.141  1.185
H  5.176  0.044  0.293
H  2.280  -1.155  -1.097
H  -5.197  -1.470  -0.144
C  -1.709  -0.303  0.453
C  -4.266  -0.825  -0.238
C  -4.275  0.460  -1.098
H  3.071  0.338  1.732
C  -0.369  -0.706  1.244
H  -2.975  2.323  -1.831
C  -2.968  -1.194  0.549
O  -0.381  -1.634  2.109
H  4.920  -0.456  -1.594
C  4.473  -0.121  -0.586
O  -0.425  3.046  -0.946
H  2.320  -1.417  1.937
H  1.974  1.798  -0.153
C  2.375  -0.463  1.319
C  0.963  1.300  0.079
H  -5.185  0.813  -1.680
C  -0.409  1.890  -0.454

Properties
LUMO level	-0.0596	hartree
net charge	0
HOMO energy	-9.4983	eV
SMILES	O=C1C=C(C[C@H]2CO2)C(=O)c2ccccc21

Results of the natural (NBO) charge analysis, in e, for atoms 1 through 5: 0.09, -0.05, -0.17, -0.55, -0.11



Calculated values (hartree) of frontier orbital gap for the records, taken in order: 0.158; 0.289.
Calculated values (Ha) of E_tot for the records, taken in order: -9735.31993; -726.77517.
Calculated values (kJ/mol) of relative energy (zero: lowest compared OMol25 entry of this formula, charge and spin) for the records, taken in order: 8.5; 796.2.